Record 1
The molecule C8H7Cl3 in a non-equilibrium geometry. Source: the Open Molecules 2025 dataset; level of theory: ωB97M-V with the def2-TZVPD basis set.

Geometry as ORCA input:
```
! wB97M-V def2-TZVPD RIJCOSX def2/J DEFGRID3
* xyz 0 1
Cl -2.109 -2.095 0.018
C -2.397 -0.470 -0.330
Cl -4.069 -0.146 -0.392
C -1.593 0.374 0.613
Cl -2.067 2.050 0.366
C -0.117 0.190 0.314
C 0.816 -0.093 1.306
C 2.123 -0.330 1.012
C 2.524 -0.311 -0.370
C 1.628 0.156 -1.342
C 0.274 0.350 -1.040
H -1.915 -0.241 -1.339
H -1.780 0.015 1.679
H 0.691 -0.066 2.358
H 2.779 -0.319 1.889
H 3.527 -0.454 -0.707
H 2.033 0.534 -2.279
H -0.348 0.853 -1.755
*
```

Calculated values
**SMILES string**: ClC(Cl)[C@H](Cl)c1ccccc1
**Highest occupied orbital energy**: -0.345 Eh
**LUMO energy**: 0.5880 eV
**HOMO-LUMO gap**: 9.98 eV

---

Record 2
The molecule C8H7ClN2 in a non-equilibrium geometry. Source: the Open Molecules 2025 dataset; level of theory: ωB97M-V with the def2-TZVPD basis set.

Geometry as ORCA input:
```
! wB97M-V def2-TZVPD RIJCOSX def2/J DEFGRID3
* xyz 0 1
H 3.462 -3.158 -0.168
N 3.098 -2.218 -0.062
C 1.861 -1.910 -0.137
C 1.614 -0.500 0.039
C 0.383 0.105 0.225
C -0.766 -0.732 0.294
C -2.082 -0.324 0.272
Cl -3.426 -1.441 0.409
C -2.301 1.020 -0.196
C -1.212 1.778 -0.439
C 0.096 1.560 0.181
N 0.821 2.571 0.528
H 0.285 3.366 0.187
H 1.077 -2.580 -0.185
H 2.491 -0.013 0.059
H -0.735 -1.812 0.482
H -3.282 1.502 -0.596
H -1.385 2.785 -0.894
*
```

Calculated values
**SMILES string**: [H]/N=C/C=C1\C=C(Cl)C=C\C1=N/[H]
**Highest occupied orbital energy (alpha / beta)**: -0.306 / -0.306 Eh
**LUMO energy (alpha / beta)**: -1.3343 / -1.3363 eV
**HOMO-LUMO gap (alpha / beta)**: 7.00 / 7.00 eV

---

Record 3
The molecule C8H7ClO2S in a non-equilibrium geometry. Source: the Open Molecules 2025 dataset; level of theory: ωB97M-V with the def2-TZVPD basis set.

Geometry as ORCA input:
```
! wB97M-V def2-TZVPD RIJCOSX def2/J DEFGRID3
* xyz 0 1
O -2.541 -1.506 1.745
S -1.278 -2.027 1.320
O -0.416 -2.659 2.270
Cl -1.652 -3.415 -0.209
C -0.236 -0.505 0.251
C 0.076 -0.403 -1.234
C 1.474 0.140 -0.848
C 0.904 1.574 -0.823
C -0.492 1.037 -1.204
C -0.832 0.892 0.297
C 0.568 1.429 0.677
C 1.143 -0.008 0.655
H -0.126 -1.150 -1.988
H 2.404 -0.166 -1.310
H 1.377 2.439 -1.266
H -1.152 1.458 -1.952
H -1.768 1.158 0.766
H 0.763 2.163 1.448
H 1.783 -0.450 1.405
*
```

Calculated values
**SMILES string**: O=S(=O)(Cl)[C@]12[C@H]3[C@@H]4C5[C@H]3[C@H]1[C@@H]5[C@@H]42
**Highest occupied orbital energy**: -0.359 Eh
**LUMO energy**: -0.1214 eV
**HOMO-LUMO gap**: 9.65 eV

---

Record 4
The molecule C8H7F3OSe in a non-equilibrium geometry. Source: the Open Molecules 2025 dataset; level of theory: ωB97M-V with the def2-TZVPD basis set.

Geometry as ORCA input:
```
! wB97M-V def2-TZVPD RIJCOSX def2/J DEFGRID3
* xyz 0 1
C -1.821 2.277 -0.116
C -0.467 2.292 0.182
C -2.396 1.155 -0.686
C 0.317 1.186 -0.088
C -1.622 0.038 -0.949
C -0.274 0.053 -0.630
C 2.281 -1.205 0.059
C 2.057 -1.085 1.520
O -0.788 -2.657 -1.088
F 2.605 0.036 2.038
F 2.585 -2.101 2.241
F 0.751 -1.042 1.851
Se 0.834 -1.455 -1.087
H -2.427 3.147 0.090
H -0.027 3.173 0.625
H -3.449 1.144 -0.928
H 1.378 1.199 0.120
H -2.062 -0.848 -1.373
H 3.109 -1.864 -0.179
H -0.585 -3.442 -1.601
*
```

Calculated values
**Highest occupied orbital energy (alpha / beta)**: -0.344 / -0.344 Eh
**LUMO energy (alpha / beta)**: -0.8085 / -0.8086 eV
**HOMO-LUMO gap (alpha / beta)**: 8.55 / 8.55 eV

---

Record 5
The molecule C8H7FO3 in a non-equilibrium geometry. Source: the Open Molecules 2025 dataset; level of theory: ωB97M-V with the def2-TZVPD basis set.

Geometry as ORCA input:
```
! wB97M-V def2-TZVPD RIJCOSX def2/J DEFGRID3
* xyz 0 1
C 2.201 0.926 2.839
O 1.383 -0.070 2.367
C 1.062 0.079 1.095
O 1.380 0.938 0.362
C 0.255 -1.048 0.564
F -0.062 -2.013 1.431
C -0.796 -0.622 -0.497
C 0.239 -1.378 -0.912
C 0.277 -1.446 -2.350
O 1.069 -2.027 -3.101
C -1.026 -0.651 -2.753
C -1.627 0.018 -1.463
H 3.137 0.864 2.317
H 2.286 0.571 3.955
H 1.734 1.838 2.619
H -0.602 0.004 -3.492
H -1.686 -1.338 -3.283
H -2.669 -0.341 -1.487
H -1.511 1.156 -1.497
*
```

Calculated values
**SMILES string**: COC(=O)[C@@]1(F)C2=C1C(=O)CC2
**Highest occupied orbital energy**: -0.361 Eh
**LUMO energy**: 0.0551 eV
**HOMO-LUMO gap**: 9.87 eV

---

Record 6
The ion C8H7N2 with charge +1 in a non-equilibrium geometry. Source: the Open Molecules 2025 dataset; level of theory: ωB97M-V with the def2-TZVPD basis set.

Geometry as ORCA input:
```
! wB97M-V def2-TZVPD RIJCOSX def2/J DEFGRID3
* xyz 1 1
C 2.593 -0.403 0.002
C 1.770 -1.524 0.134
C 2.081 0.851 -0.200
C 0.399 -1.386 0.081
C 0.453 2.304 0.307
C 0.650 1.053 -0.127
C -0.171 -0.119 -0.031
C -2.661 -0.111 -0.070
N -1.500 0.035 -0.118
N -3.929 -0.123 0.041
H 3.663 -0.533 -0.044
H 2.214 -2.503 0.206
H 2.729 1.691 -0.376
H -0.245 -2.252 0.100
H 0.846 3.225 -0.080
H -4.528 -0.441 -0.712
H -4.363 0.235 0.886
*
```

Calculated values
**Highest occupied orbital energy (alpha / beta)**: -0.415 / -0.454 Eh
**LUMO energy (alpha / beta)**: -4.5021 / -5.2350 eV
**HOMO-LUMO gap (alpha / beta)**: 6.79 / 7.11 eV

---

Record 7
The ion C8H7N2 with charge +1 in a non-equilibrium geometry. Source: the Open Molecules 2025 dataset; level of theory: ωB97M-V with the def2-TZVPD basis set.

Geometry as ORCA input:
```
! wB97M-V def2-TZVPD RIJCOSX def2/J DEFGRID3
* xyz 1 1
C 2.444 0.540 0.035
C 2.310 -0.835 -0.005
C 1.430 1.436 0.030
C 1.057 -1.337 0.048
C -1.101 1.623 0.060
C -1.416 -1.039 -0.113
C 0.032 0.941 -0.030
C -0.096 -0.568 -0.089
N -3.503 0.209 0.006
N -2.338 -0.114 0.119
H 3.507 0.930 0.041
H 3.033 -1.566 -0.081
H 1.598 2.526 0.270
H 0.946 -2.372 0.167
H -2.021 2.178 -0.036
H -1.589 -2.135 -0.353
H -4.292 -0.417 -0.068
*
```

Calculated values
**Highest occupied orbital energy (alpha / beta)**: -0.477 / -0.471 Eh
**LUMO energy (alpha / beta)**: -6.2718 / -6.2677 eV
**HOMO-LUMO gap (alpha / beta)**: 6.69 / 6.54 eV

---

Record 8
A structure of composition C8H7N2OP in a non-equilibrium geometry. Source: the Open Molecules 2025 dataset; level of theory: ωB97M-V with the def2-TZVPD basis set.

Geometry as ORCA input:
```
! wB97M-V def2-TZVPD RIJCOSX def2/J DEFGRID3
* xyz 0 1
C 2.918 -0.968 -0.121
C 2.951 0.470 -0.186
C 1.757 -1.659 0.078
C 1.765 1.177 0.012
C 0.588 -1.004 0.025
C 0.577 0.460 0.056
C -1.568 -0.723 0.341
C -3.618 0.544 -0.775
N -0.637 -1.520 0.131
N -0.665 0.969 0.200
O -4.537 1.297 -0.823
P -3.322 -0.673 0.596
H 3.799 -1.550 0.116
H 3.878 0.936 -0.337
H 1.761 -2.792 0.387
H 1.631 2.253 -0.156
H -2.789 0.421 -1.440
H -0.957 1.998 0.356
H -3.530 0.364 1.540
*
```

Calculated values
**Highest occupied orbital energy (alpha / beta)**: -0.295 / -0.295 Eh
**LUMO energy (alpha / beta)**: -0.1423 / -0.1421 eV
**HOMO-LUMO gap (alpha / beta)**: 7.89 / 7.89 eV

---

Record 9
The molecule C8H7N3 in a non-equilibrium geometry. Source: the Open Molecules 2025 dataset; level of theory: ωB97M-V with the def2-TZVPD basis set.

Geometry as ORCA input:
```
! wB97M-V def2-TZVPD RIJCOSX def2/J DEFGRID3
* xyz 0 1
C 3.473 -2.346 -0.202
C 2.331 -2.350 0.234
C 0.290 1.869 -0.653
C 0.174 -1.924 1.330
C -0.820 -0.906 1.328
C -2.073 1.595 -0.428
C 0.289 1.078 0.368
C -0.966 1.820 -1.432
N -1.906 0.954 0.622
N 1.197 -1.829 0.473
N -0.734 0.326 0.820
H 4.426 -2.585 -0.654
H 1.137 2.387 -0.939
H -0.034 -2.672 2.037
H -1.811 -1.159 1.850
H -3.097 2.078 -0.406
H -0.994 2.646 -2.095
H -0.884 1.018 -2.253
*
```

Calculated values
**Highest occupied orbital energy (alpha / beta)**: -0.270 / -0.298 Eh
**LUMO energy (alpha / beta)**: -0.7425 / -1.0002 eV
**HOMO-LUMO gap (alpha / beta)**: 6.62 / 7.12 eV

---

Record 10
The molecule C8H7N3 in a non-equilibrium geometry. Source: the Open Molecules 2025 dataset; level of theory: ωB97M-V with the def2-TZVPD basis set.

Geometry as ORCA input:
```
! wB97M-V def2-TZVPD RIJCOSX def2/J DEFGRID3
* xyz 0 1
C 3.181 0.050 -0.005
C 2.587 -1.088 0.316
C 1.186 -1.199 0.267
C 0.480 -0.092 -0.105
C -1.003 -0.223 -0.005
N -1.855 -1.065 -0.499
C -3.112 -0.596 -0.226
C -3.044 0.684 0.317
N -1.715 0.947 0.433
N 1.016 1.113 -0.307
C 2.359 1.160 -0.337
H 4.175 0.461 0.091
H 3.073 -1.909 0.479
H 0.804 -1.958 0.431
H -3.877 -1.192 -0.503
H -3.812 1.419 0.484
H -1.020 1.800 0.620
H 2.736 2.233 -0.325
*
```

Calculated values
**SMILES string**: c1ccc(-c2ncc[nH]2)nc1
**Highest occupied orbital energy**: -0.306 Eh
**LUMO energy**: 0.6824 eV
**HOMO-LUMO gap**: 9.00 eV

---

Record 11
The molecule C8H7N3O in a non-equilibrium geometry. Source: the Open Molecules 2025 dataset; level of theory: ωB97M-V with the def2-TZVPD basis set.

Geometry as ORCA input:
```
! wB97M-V def2-TZVPD RIJCOSX def2/J DEFGRID3
* xyz 0 1
N -4.574 2.058 0.874
C -3.793 1.299 0.476
C -2.928 0.387 -0.096
C -3.400 -0.940 -0.092
N -3.796 -2.039 -0.106
C -1.706 0.784 -0.471
C -0.609 -0.035 -1.040
C 0.728 0.225 -0.361
C 0.773 -0.571 0.961
O -0.393 -0.509 1.665
C 1.802 -1.248 1.418
N 2.778 -1.728 1.999
H -1.318 1.774 -0.302
H -0.661 -1.116 -1.024
H -0.421 0.342 -2.014
H 1.481 -0.186 -1.138
H 1.172 1.330 -0.152
H -0.634 0.478 1.825
H 2.876 -2.844 1.986
*
```

Calculated values
**SMILES string**: N#CC(C#N)=CCCC(O)=C=N
**Highest occupied orbital energy**: -0.323 Eh
**LUMO energy**: -0.6821 eV
**HOMO-LUMO gap**: 8.11 eV

---

Record 12
A cluster of 2 separate species, C8H7N3S in total in a non-equilibrium geometry. Source: the Open Molecules 2025 dataset; level of theory: ωB97M-V with the def2-TZVPD basis set.

Geometry as ORCA input:
```
! wB97M-V def2-TZVPD RIJCOSX def2/J DEFGRID3
* xyz 0 1
C 3.688 0.256 -0.212
C 3.216 -1.063 -0.241
C 1.868 -1.346 -0.277
C 0.984 -0.275 -0.290
S -0.740 -0.214 -0.331
N -0.699 1.464 -0.307
N 0.440 1.962 -0.271
C 1.454 1.063 -0.259
C 2.825 1.324 -0.219
H 4.754 0.427 -0.183
H 3.927 -1.874 -0.233
H 1.506 -2.361 -0.295
H 3.167 2.345 -0.192
C -4.004 0.625 0.576
C -4.940 0.054 -0.107
N -5.697 -0.584 -0.809
H -3.730 0.266 1.551
H -3.454 1.463 0.186
H -6.688 -0.391 -0.836
*
```

Calculated values
**SMILES string**: c1ccc2snnc2c1.C=C=N
**Highest occupied orbital energy**: -0.329 Eh
**LUMO energy**: 0.1352 eV
**HOMO-LUMO gap**: 9.08 eV

---

Energy: -1689.594344; -878.639675; -1317.688662; -3085.224811; -634.478863; -418.130831; -418.075331; -835.037851; -473.006503; -473.225105; -548.407576; -871.430654 (Ha)
ΔE to the lowest compared entry with this formula, charge and spin: 0.0; 37.5; 0.0; 24.8; 70.9; 71.9; 106.8; 0.0; 202.4; 65.2; 119.4; 7.5 (kcal/mol)